129
Properties=species:S:1:pos:R:3:forces:R:3:mulliken_charge:R:1 method="wB97M-V/def2-TZVPD" homo_energy_ev=-8.3767 energy_ev=-131804.803 gap_ha=0.258
C 0.266 -5.229 0.709 0.39 -0.33 -0.65 -0.2994
C -1.334 -5.343 0.541 -0.15 0.40 0.54 -0.0566
C -2.128 -3.957 0.800 -0.02 -0.61 -0.11 -0.2322
C -1.682 -2.751 -0.163 -0.14 -0.10 -0.53 1.2638
C -2.274 -1.307 0.248 0.08 0.77 -0.55 -0.6786
C -1.141 -0.180 0.449 2.10 1.44 1.04 -0.5436
C -0.073 -0.411 1.598 0.91 2.86 -1.49 0.1455
C -0.132 -1.724 2.557 -1.08 1.05 -0.06 0.7510
C 0.502 -1.449 4.016 -0.66 0.57 -0.80 -0.6626
C -0.187 -0.210 4.798 0.85 0.28 0.17 -0.8064
I 0.059 -3.230 5.264 0.24 0.64 -0.57 0.0120
C 1.054 0.664 1.851 -2.61 0.39 -2.67 -0.6782
C 1.139 1.986 0.990 -2.46 -3.14 -0.09 0.2744
C 2.288 3.031 1.357 -1.04 0.25 0.15 -0.3152
C 1.685 4.349 2.091 1.08 0.64 4.90 0.5834
O 1.889 4.554 3.319 -1.10 -0.82 -5.92 -0.5530
F 0.928 5.350 1.407 1.39 -2.32 0.62 -0.2216
C 0.059 2.153 -0.112 -0.31 -1.81 0.82 1.3171
C -1.074 1.136 -0.424 2.72 -2.04 3.62 -1.0012
N -2.141 1.282 -1.442 2.26 2.58 0.91 0.7924
P -3.590 2.030 -0.722 -1.40 -1.78 -1.42 0.1623
S -5.126 1.020 -1.440 0.46 0.77 0.42 -0.3865
C -1.692 1.994 -2.656 0.35 1.43 -4.84 -0.2314
C -2.325 1.543 -4.031 2.04 2.73 -0.43 -0.3239
C -1.954 2.255 -5.403 1.15 1.11 3.12 -0.4812
C -0.942 3.468 -5.461 -1.44 -2.65 4.05 -0.6295
C -0.303 3.892 -4.079 -2.48 -2.64 0.07 0.5653
N 0.657 5.014 -3.949 1.24 0.22 -5.36 -0.5090
C 1.155 5.378 -5.084 -1.37 -1.64 0.54 0.4819
S 1.594 5.607 -6.688 -0.82 -0.07 4.25 -0.2272
C -0.680 3.171 -2.724 -1.37 -1.36 -2.01 0.9081
S 0.090 3.717 -1.128 -0.56 -1.51 -0.66 -0.1400
H 0.657 -5.566 1.733 -0.82 0.47 -1.34 0.2917
H 0.685 -4.182 0.515 -0.76 -1.55 0.22 -0.2213
H 0.772 -5.920 -0.073 -0.76 1.13 1.30 0.1101
H -1.689 -6.064 1.378 0.35 0.98 -1.64 0.3823
H -1.656 -5.755 -0.491 0.82 0.58 1.97 -0.2762
H -2.046 -3.734 1.917 -0.02 0.00 -1.71 -0.1819
H -3.248 -4.187 0.606 1.74 0.52 0.35 0.3239
H -0.542 -2.638 -0.300 -1.96 -0.47 0.36 -0.3424
H -2.124 -3.001 -1.218 0.99 0.42 1.93 -0.2942
H -2.940 -0.944 -0.613 0.86 -0.44 1.41 -0.2041
H -2.943 -1.380 1.181 1.09 0.17 -1.25 0.2855
H -1.267 -1.899 2.731 1.88 0.08 -0.34 -0.2193
H 0.290 -2.661 2.036 -0.52 1.53 0.87 -0.1502
H 1.641 -1.391 3.963 -1.66 -0.02 0.24 0.6266
H -0.459 0.666 4.105 0.49 -1.47 0.81 0.2537
H 0.617 0.189 5.531 -1.55 -0.64 -0.98 0.2252
H -1.130 -0.510 5.382 1.56 0.31 -0.91 0.3985
H 1.818 0.464 2.691 -1.33 0.56 -1.56 0.0116
H 2.943 2.525 2.166 -1.19 1.05 -1.31 -0.0913
H 2.966 3.331 0.492 -1.24 -0.40 1.11 0.4429
H -3.492 1.836 0.702 0.52 0.54 -0.83 0.1354
H -3.599 3.403 -1.125 0.36 -0.48 0.59 0.1461
H -3.092 0.683 -4.082 1.56 1.68 0.40 0.2250
H -2.489 1.864 -6.367 1.35 0.93 2.01 0.0848
H -0.716 3.987 -6.447 -0.30 -0.78 1.72 0.1642
O 1.039 -3.123 -1.573 0.70 0.38 -0.18 -0.4771
H 1.996 -3.241 -1.487 -0.07 -0.27 0.00 0.2415
H 0.933 -2.698 -2.435 -0.27 -0.23 0.04 0.1648
O -3.964 -3.361 -2.768 -0.08 0.09 -0.16 -0.5833
H -4.801 -3.643 -3.159 0.14 0.03 0.07 0.2739
H -3.906 -2.422 -2.995 -0.06 -0.05 0.00 0.1819
O -3.616 -3.229 3.441 -0.29 0.24 0.33 -0.4916
H -4.343 -3.759 3.794 0.13 0.03 -0.08 0.2302
H -3.690 -2.389 3.911 0.02 -0.14 -0.02 0.2700
O -1.453 -1.327 8.339 0.23 -0.01 0.03 -0.6223
H -0.887 -0.634 8.702 -0.02 -0.01 -0.08 0.3203
H -0.832 -2.009 8.050 -0.15 0.11 -0.03 0.2650
O -2.179 1.186 -8.576 -0.33 0.10 -0.38 -0.5785
H -2.839 1.564 -9.172 0.19 0.07 0.03 0.2961
H -1.492 0.850 -9.170 0.10 -0.22 0.28 0.2712
O -2.652 4.808 0.741 0.08 -0.09 0.12 -0.6222
H -2.091 5.501 1.112 -0.12 -0.08 -0.07 0.2643
H -2.024 4.130 0.456 0.13 0.26 0.02 0.3753
O 4.767 2.519 -0.310 0.39 0.04 -0.11 -0.5967
H 5.722 2.396 -0.230 -0.10 0.01 -0.08 0.2938
H 4.657 2.931 -1.177 -0.01 -0.10 0.08 0.2762
O 0.810 1.043 9.480 -0.15 0.14 -0.26 -0.6707
H 1.342 1.815 9.253 -0.23 -0.08 -0.12 0.2745
H 0.282 1.337 10.235 0.12 0.05 -0.02 0.3868
O 0.481 8.547 1.491 -0.06 -0.19 0.18 -0.6376
H 0.734 8.651 2.417 -0.03 0.01 -0.16 0.3187
H 0.189 7.628 1.430 0.14 0.18 -0.03 0.3189
O -0.478 7.983 -3.909 0.30 0.06 -0.05 -0.6150
H 0.073 8.674 -3.520 -0.16 -0.07 -0.02 0.3013
H 0.156 7.313 -4.198 -0.28 0.18 0.19 0.2988
O -2.677 -1.297 -4.878 0.35 -0.46 0.03 -0.4428
H -1.720 -1.416 -4.796 0.00 -0.01 0.02 0.4078
H -2.790 -0.892 -5.742 -0.45 0.37 -0.25 0.1602
O 0.324 -0.746 -8.978 -0.11 -0.05 0.12 -0.6403
H 0.579 -0.651 -8.052 -0.03 0.01 -0.14 0.3129
H 0.032 -1.665 -9.046 0.00 0.13 0.02 0.3267
O 2.919 -2.706 0.731 -0.06 0.34 0.15 -0.6239
H 2.297 -2.025 0.437 -0.02 -0.12 -0.05 0.2767
H 3.374 -2.301 1.479 0.01 -0.13 -0.13 0.3005
O -2.250 -7.073 -2.202 -0.21 0.08 -0.35 -0.6609
H -3.086 -7.353 -2.594 0.14 -0.01 0.09 0.3143
H -2.191 -6.134 -2.424 0.00 -0.09 0.05 0.2745
O -4.366 -0.174 -6.825 -0.11 0.29 -0.02 -0.5862
H -4.914 0.417 -6.293 0.02 -0.20 0.05 0.3074
H -4.093 0.371 -7.572 0.24 -0.16 -0.04 0.2566
O -2.386 -3.327 -7.261 -0.21 0.16 -0.09 -0.6077
H -2.987 -3.440 -8.008 0.12 -0.03 0.11 0.3035
H -2.879 -2.765 -6.646 0.12 -0.14 0.05 0.3266
O 5.473 1.855 3.197 -0.07 0.21 -0.08 -0.6802
H 5.294 2.720 3.588 -0.06 -0.13 -0.01 0.3195
H 5.340 1.994 2.250 0.02 -0.05 0.08 0.3200
O -0.808 -3.137 -3.768 -0.10 0.16 -0.24 -0.4862
H -0.949 -3.908 -4.333 0.05 0.11 0.04 0.2372
H -1.700 -2.805 -3.598 0.02 -0.43 0.20 0.2222
O 8.316 2.776 2.876 -0.14 0.13 0.15 -0.6290
H 7.586 2.238 3.216 0.02 -0.01 -0.11 0.3540
H 8.233 3.611 3.350 0.12 -0.13 -0.10 0.3023
O 1.785 -6.311 6.317 -0.05 0.16 0.17 -0.6397
H 1.168 -5.629 6.021 0.20 -0.16 -0.06 0.2021
H 2.260 -5.895 7.047 -0.05 -0.09 -0.13 0.3202
O 1.415 0.585 12.050 -0.61 -0.37 0.50 -0.6600
H 1.406 0.063 11.239 0.14 0.03 0.17 0.3468
H 2.275 0.390 12.442 -0.11 0.13 -0.16 0.3336
O 3.216 -5.126 -2.613 0.11 -0.25 0.00 -0.6013
H 2.559 -5.828 -2.515 -0.01 0.21 0.03 0.3184
H 4.059 -5.573 -2.468 -0.11 0.13 0.00 0.2925
O 3.781 1.068 11.131 0.74 0.37 -0.24 -0.6421
H 4.100 1.892 11.520 0.02 -0.15 -0.04 0.3237
H 3.195 1.357 10.422 -0.02 -0.17 0.19 0.3168
O 4.788 4.403 -6.408 -0.14 -0.13 -0.03 -0.6150
H 4.650 3.635 -6.977 0.07 0.12 0.09 0.3213
H 3.895 4.736 -6.244 0.17 -0.04 -0.06 0.2822